1) Formula: C5H7N
Source: OMol25
Level of theory: ωB97M-V/def2-TZVPD

The geometry in XYZ format:
```
13
Properties=species:S:1:pos:R:3:lowdin_charge:R:1
C -1.06 -0.09 -0.79 -0.062
C -0.45 0.84 0.19 -0.375
C -0.05 -1.05 0.09 -0.218
C 1.53 -0.55 0.02 -0.011
C 1.08 0.72 0.03 -0.160
H -0.65 -0.09 -1.87 0.128
H -2.13 -0.42 -0.65 0.122
H -0.67 1.92 0.45 0.147
H -1.42 -0.04 1.35 0.063
H -0.14 -2.05 0.28 0.076
H 2.67 -0.74 -0.30 0.136
H 1.70 1.76 -0.08 0.139
N -0.44 -0.21 1.29 0.014
```

## Properties
LUMO level: 1.0 eV
frontier orbital gap: 10.18 eV

---

2) Formula: C5H7N
Source: OMol25
Level of theory: ωB97M-V/def2-TZVPD

The geometry in XYZ format:
```
13
Properties=species:S:1:pos:R:3:lowdin_charge:R:1
C 1.23 -0.32 0.60 -0.107
C 0.66 0.79 -0.20 -0.166
C 0.45 -0.66 -0.64 -0.153
C -1.08 -0.45 -0.54 -0.240
N -1.55 -0.12 0.78 0.065
C -0.88 0.91 -0.02 -0.199
H 2.29 -0.46 0.44 0.109
H 0.91 -0.51 1.62 0.096
H 1.27 1.61 -0.57 0.129
H 0.88 -1.30 -1.41 0.124
H -1.77 -0.77 -1.30 0.131
H -0.99 -0.55 1.52 0.082
H -1.42 1.82 -0.28 0.128
```

## Properties
LUMO level: 1.2 eV
frontier orbital gap: 9.91 eV
SMILES string: C1[C@@H]2[C@H]1[C@@H]1N[C@H]21

---

Energy ordering: 2) at the bottom, the next structure 181.4 kJ/mol above.

---

1) Formula: C3H7O3
Source: OMol25
Level of theory: ωB97M-V/def2-TZVPD

The geometry in XYZ format:
```
13
Properties=species:S:1:pos:R:3:lowdin_charge:R:1
C 2.33 -0.04 1.45 -0.058
C 1.05 0.32 0.70 -0.767
O 0.54 -0.62 0.02 -0.088
O 0.64 1.48 0.84 -0.073
H 3.11 0.71 1.30 0.058
H 2.68 -1.01 1.10 0.049
H 2.07 -0.21 2.51 0.063
C -2.27 0.06 -1.56 -0.219
O -2.02 -0.93 -0.59 -0.177
H -1.08 -0.76 -0.27 0.022
H -1.37 0.35 -2.11 0.070
H -3.00 -0.32 -2.28 0.059
H -2.69 0.96 -1.11 0.060
```

## Properties
LUMO level: 4.3 eV
frontier orbital gap: 8.74 eV
total charge: -1

---

2) Formula: C3H7O3
Source: OMol25
Level of theory: ωB97M-V/def2-TZVPD

The geometry in XYZ format:
```
13
Properties=species:S:1:pos:R:3:lowdin_charge:R:1
C 1.61 0.83 -1.40 -0.045
C 1.77 0.38 0.10 -0.765
O 0.73 0.36 0.79 -0.093
O 2.94 0.12 0.46 -0.090
H 1.51 -0.12 -1.93 0.052
H 2.55 1.30 -1.69 0.046
H 0.71 1.43 -1.52 0.049
C -2.15 -1.02 0.79 -0.199
O -1.96 0.32 1.19 -0.172
H -0.98 0.46 1.21 0.025
H -2.12 -1.64 1.69 0.064
H -3.14 -1.22 0.35 0.062
H -1.47 -1.20 -0.03 0.067
```

## Properties
LUMO level: 4.1 eV
frontier orbital gap: 8.37 eV
total charge: -1

---

3) Formula: C3H7O3
Source: OMol25
Level of theory: ωB97M-V/def2-TZVPD

The geometry in XYZ format:
```
13
Properties=species:S:1:pos:R:3:lowdin_charge:R:1
C -0.97 -1.00 -0.65 -0.380
O -1.19 0.37 -0.63 -0.116
C -1.76 -1.68 0.46 -0.105
H 0.08 -1.24 -0.54 0.097
H -1.28 -1.43 -1.63 0.097
H -1.49 -2.73 0.59 0.059
H -2.82 -1.63 0.26 0.055
H -1.55 -1.15 1.38 0.065
O 1.84 0.14 1.08 -0.086
C 1.54 1.20 0.53 -0.636
O 1.17 1.38 -0.68 -0.151
H 1.58 2.14 1.14 0.094
H -0.31 0.83 -0.61 0.006
```

## Properties
LUMO level: 4.3 eV
frontier orbital gap: 8.94 eV
total charge: -1

---

Energy ordering: 1) at the bottom, the next structure 10.9 kJ/mol above.

---

1) Formula: C3H7O3
Source: OMol25
Level of theory: ωB97M-V/def2-TZVPD

The geometry in XYZ format:
```
13
Properties=species:S:1:pos:R:3:lowdin_charge:R:1
O 1.37 -1.60 -0.70 -0.119
C 1.94 -1.06 0.27 -0.644
O 1.48 -0.24 1.10 -0.124
H 3.02 -1.30 0.45 0.088
H -0.07 0.49 1.06 0.023
C -1.57 0.31 -0.15 -0.326
O -0.96 0.94 0.98 -0.145
C -1.79 1.31 -1.28 -0.103
H -0.92 -0.52 -0.42 0.088
H -2.55 -0.04 0.18 0.091
H -1.19 1.04 -2.17 0.061
H -2.81 1.42 -1.63 0.049
H -1.35 2.27 -0.99 0.064
```

## Properties
LUMO level: 4.2 eV
frontier orbital gap: 8.87 eV
total charge: -1

---

2) Formula: C3H7O3
Source: OMol25
Level of theory: ωB97M-V/def2-TZVPD

The geometry in XYZ format:
```
13
Properties=species:S:1:pos:R:3:lowdin_charge:R:1
C 0.55 2.42 -1.29 -0.192
O -0.02 2.41 0.01 -0.154
H -0.07 1.49 0.34 0.022
H 1.29 1.68 -1.35 0.046
H 0.99 3.39 -1.56 0.066
H -0.24 2.25 -2.05 0.070
C -0.32 -1.48 -0.95 -0.048
C -0.15 -1.36 0.56 -0.788
O 0.02 -0.23 1.06 -0.089
O -0.18 -2.42 1.25 -0.107
H 0.46 -2.17 -1.34 0.067
H -0.15 -0.50 -1.40 0.033
H -1.37 -1.73 -1.23 0.073
```

## Properties
LUMO level: 3.9 eV
frontier orbital gap: 7.98 eV
total charge: -1

---

3) Formula: C3H7O3
Source: OMol25
Level of theory: ωB97M-V/def2-TZVPD

The geometry in XYZ format:
```
13
Properties=species:S:1:pos:R:3:lowdin_charge:R:1
O 2.15 -0.73 -0.91 0.058
C 1.74 0.43 -0.38 -0.625
O 2.35 1.29 0.23 0.071
C 0.18 0.39 -0.40 -0.184
C -0.37 -0.58 0.68 -0.142
H -0.27 1.37 -0.28 0.090
H -0.20 -0.03 -1.33 0.102
H -1.49 -0.54 0.65 0.029
H 0.00 -1.57 0.35 0.060
H 0.03 -0.36 1.67 0.065
H 1.94 -0.74 0.20 0.193
H -3.51 0.59 -0.16 -0.171
O -2.57 0.46 -0.31 -0.545
```

## Properties
LUMO level: 3.6 eV
frontier orbital gap: 6.44 eV
total charge: -1

---

Energy ordering: 1) at the bottom, the next structure 9.5 kJ/mol above.

---

1) Formula: C3H3O4S
Source: OMol25
Level of theory: ωB97M-V/def2-TZVPD

The geometry in XYZ format:
```
11
Properties=species:S:1:pos:R:3:lowdin_charge:R:1
C -0.61 0.32 0.28 -0.491
C -1.70 1.00 0.70 -0.103
C -0.20 0.59 -1.16 -0.059
O 2.49 -1.03 1.71 -0.502
O -0.10 -0.67 0.96 -0.274
O -2.58 1.76 1.06 0.027
O 1.33 -2.74 0.38 -0.500
S 1.66 -1.32 0.54 0.729
H 0.53 1.50 -1.31 0.115
H 0.19 -0.31 -1.33 -0.015
H -1.01 0.89 -1.83 0.073
```

## Properties
LUMO level: 3.7 eV
frontier orbital gap: 7.25 eV
total charge: -1

---

2) Formula: C3H3O4S
Source: OMol25
Level of theory: ωB97M-V/def2-TZVPD

The geometry in XYZ format:
```
11
Properties=species:S:1:pos:R:3:lowdin_charge:R:1
C 1.82 -0.56 0.33 0.068
C 0.78 -0.22 -0.07 -0.034
C -0.68 0.34 -0.55 -0.388
O -1.48 1.92 1.45 -0.367
O 0.34 2.73 -0.04 -0.381
O -1.87 2.58 -0.94 -0.370
O -1.64 -0.39 0.16 -0.095
S -0.95 2.01 0.04 0.447
H 2.66 -1.09 0.56 -0.013
H -0.84 0.31 -1.54 0.075
H -2.09 0.40 0.58 0.056
```

## Properties
LUMO level: 3.9 eV
frontier orbital gap: 9.18 eV
SMILES string: C#C[C@@H](O)S(=O)(=O)[O-]
total charge: -1

---

Energy ordering: 1) at the bottom, the next structure 45.9 kJ/mol above.